Record 1
A single C4H7ClFN molecule at a distorted geometry, computed with ωB97M-V/def2-TZVPD.

Values from the calculation:
SMILES: CNC/C(Cl)=C\F
LUMO energy in Ha: 0.0348
ΔE to the lowest compared entry with this formula, charge and spin in kcal/mol: 13.0

XYZ file:
```
14
Properties=species:S:1:pos:R:3:forces:R:3
Cl -2.1635 0.6271 2.0569 0.22 -0.08 -0.23
F 0.2154 -2.0825 0.5406 -0.64 0.28 0.42
N 0.1473 0.1358 -1.2517 -1.28 0.20 0.54
C 1.5046 0.1313 -0.8008 1.16 -0.95 0.36
C -0.6516 -1.3354 1.2817 0.84 -0.91 0.15
C -1.0617 -0.1422 0.9115 -0.35 0.52 0.42
C -0.7566 0.7503 -0.2564 -0.48 -0.53 -1.05
H -0.3632 1.6950 0.1690 -0.17 -0.14 -0.22
H 0.0876 0.6808 -2.1047 -0.09 -0.12 0.09
H 1.8118 1.1204 -0.5359 0.56 0.98 0.27
H 2.1638 -0.2245 -1.6130 -0.26 0.02 0.45
H -0.8668 -1.7958 2.2532 -0.11 0.18 -0.60
H 1.6749 -0.5006 0.1120 -0.31 0.44 -1.06
H -1.7420 0.9403 -0.7624 0.90 0.10 0.45
```
Positions in Å, forces in eV/Å.

Atom charges from the Löwdin analysis, given in e for atoms 1 to 6: atom 1 (Cl): 0.643, atom 2 (F): -0.008, atom 3 (N): -0.126, atom 4 (C): -0.154, atom 5 (C): -0.176, atom 6 (C): -0.629

Record 2
A gas-phase ion, C3H8NO (charge -1) at a distorted geometry, computed with ωB97M-V/def2-TZVPD.

Values from the calculation:
SMILES: CCNC[O-]
LUMO energy in Ha: 0.1568
ΔE to the lowest compared entry with this formula, charge and spin in kcal/mol: 12.5
Charge: -1

XYZ file:
```
13
Properties=species:S:1:pos:R:3:forces:R:3
O -0.2481 1.0390 -2.2165 -0.23 -0.21 -0.01
N 0.6295 -0.3424 -0.3737 -0.33 0.99 0.10
C 0.5547 0.0459 -1.9058 0.47 0.62 0.73
C -0.5913 0.1283 0.3398 1.54 -0.24 -0.30
C -0.4616 -0.2552 1.7941 -0.14 -1.31 1.18
H -1.2312 0.1657 2.4525 -0.03 0.21 -0.18
H -0.4613 -1.3350 2.0215 -0.28 0.04 -0.54
H 0.5117 0.0097 2.2259 -0.04 0.55 -0.32
H 1.3641 0.2597 -0.0012 0.08 -0.16 -0.10
H -1.3909 -0.3090 -0.2511 -0.60 0.16 0.54
H 1.6371 0.3157 -2.0887 -0.01 -0.55 -0.15
H -0.6648 1.2224 0.3713 -0.30 -0.05 -0.69
H 0.3521 -0.9446 -2.3682 -0.13 -0.04 -0.25
```
Positions in Å, forces in eV/Å.

Atom charges from the Löwdin analysis, given in e for atoms 1 to 6: atom 1 (O): -0.337, atom 2 (N): -0.100, atom 3 (C): -0.575, atom 4 (C): -0.344, atom 5 (C): -0.161, atom 6 (H): 0.050

Record 3
A molecular structure, C26H22BrCl5IrN2O4S, computed with ωB97M-V/def2-TZVPD.

Values from the calculation:
LUMO energy in Ha: -0.1315
ΔE to the lowest compared entry with this formula, charge and spin in kcal/mol: 4.5
Charge: +1

XYZ file:
```
62
Properties=species:S:1:pos:R:3:forces:R:3
Ir 0.8661 0.9439 -0.1427 -0.20 0.39 -0.07
Br 1.6024 1.7617 -2.4592 0.00 -0.13 0.16
Cl 4.7297 4.3911 4.3427 0.00 0.00 0.00
Cl 2.0951 4.7308 2.6802 -0.01 0.01 0.01
Cl 5.4974 -0.4367 2.0455 0.00 0.00 0.00
Cl 6.4503 1.8013 4.0402 0.00 0.00 0.00
Cl 2.8890 -0.0638 0.4198 0.05 0.00 0.00
S -2.1488 2.4922 -0.0050 0.16 0.26 0.23
O 0.0029 0.0113 1.3738 0.04 0.04 0.09
O -0.7627 2.1034 -0.5595 -0.24 -0.48 -0.41
O 1.5218 2.5078 0.9371 0.06 -0.09 0.15
O -0.0560 -0.9291 3.8631 0.05 0.01 -0.05
N 0.0346 -0.5734 -1.1722 0.14 0.12 -0.10
N -0.7757 -1.3310 -0.3641 -0.17 0.11 0.02
C -2.7554 1.3619 1.2760 0.04 -0.03 -0.03
C 5.0114 2.0012 3.1297 0.00 -0.01 -0.01
C -2.4321 3.4137 2.5225 -0.02 0.01 -0.02
C 4.2327 3.1609 3.2603 -0.01 0.01 0.00
C 0.5389 -3.5669 -5.6949 0.00 0.00 -0.01
C -1.0476 -1.7071 3.3634 -0.02 -0.05 0.01
C -0.2407 -1.3237 1.0203 -0.05 -0.01 -0.02
C 3.4268 1.1995 1.5344 -0.01 -0.06 0.00
C 3.0663 3.3221 2.5280 0.01 -0.02 0.00
C 0.0405 -3.3549 -6.9723 0.00 0.00 0.00
C -1.2205 -1.9384 1.9922 0.02 -0.03 -0.03
C 2.6246 2.3319 1.6304 0.00 0.04 0.00
C 0.1004 -0.7128 -2.4421 0.00 -0.05 0.04
C 4.5978 1.0093 2.2541 0.01 0.01 0.01
C -2.2894 1.8989 2.6214 0.01 -0.04 -0.01
C 1.1363 -0.0116 -4.5847 0.01 0.04 0.01
C -0.0750 -2.0627 -7.4678 0.00 0.00 0.00
C -2.2587 -2.7725 1.5816 -0.04 0.03 -0.01
C 0.8995 -2.4885 -4.9029 0.02 0.01 0.00
C -1.7782 3.8076 1.2021 0.00 -0.02 -0.01
C 0.7621 -1.1849 -5.3836 -0.02 -0.02 -0.01
C -2.9275 -3.1289 3.8504 -0.01 -0.01 -0.02
C -3.1126 -3.3661 2.4943 0.01 0.00 0.02
C 0.2970 -0.9841 -6.6846 -0.01 0.00 0.01
C 0.8953 0.1659 -3.2828 -0.02 -0.01 -0.08
C -1.9052 -2.3055 4.2812 0.02 0.02 0.01
H -0.9732 -2.2447 -0.7553 0.08 -0.05 0.03
H -0.4457 -1.8968 -8.4701 0.00 0.00 0.00
H 0.2168 0.0227 -7.0758 0.00 0.00 0.00
H 0.7053 -1.8914 1.0255 0.02 0.01 0.03
H -2.1122 4.7578 0.7912 0.00 0.00 0.00
H -1.7423 -2.1087 5.3325 0.00 0.00 0.00
H -0.4676 -1.4942 -2.9382 0.02 -0.01 0.00
H 0.3207 -0.4053 3.1357 -0.04 0.03 0.01
H 1.6439 0.7859 -5.1179 0.01 0.00 0.00
H 0.6647 -4.5744 -5.3218 0.00 0.00 0.00
H 1.3428 -2.6623 -3.9298 -0.01 0.00 0.00
H -2.4231 -2.9695 0.5295 0.00 0.02 0.00
H -3.9111 -4.0090 2.1513 0.00 0.00 0.00
H -1.2485 1.6242 2.7812 0.06 -0.03 0.01
H -2.8785 1.4714 3.4325 -0.01 0.01 -0.02
H -1.9522 3.9329 3.3511 0.02 -0.01 -0.01
H -0.6861 3.7963 1.2538 0.00 -0.01 0.03
H -0.2381 -4.1977 -7.5903 0.00 0.00 0.00
H -3.5849 -3.5883 4.5764 0.00 0.00 0.00
H -2.4349 0.3558 1.0204 0.02 -0.05 0.01
H -3.4865 3.6990 2.5219 0.00 0.00 0.02
H -3.8420 1.4225 1.1701 0.00 0.01 -0.01
```
Positions in Å, forces in eV/Å.

Atom charges from the Löwdin analysis, given in e for atoms 1 to 6: atom 1 (Ir): 1.058, atom 2 (Br): 0.941, atom 3 (Cl): 0.727, atom 4 (Cl): 0.747, atom 5 (Cl): 0.728, atom 6 (Cl): 0.712

Record 4
A single C2H4N2OS2 molecule at a distorted geometry, computed with ωB97M-V/def2-TZVPD.

Values from the calculation:
SMILES: S=CON/C=N\S
LUMO energy in Ha: -0.0073
ΔE to the lowest compared entry with this formula, charge and spin in kcal/mol: 91.3

XYZ file:
```
11
Properties=species:S:1:pos:R:3:forces:R:3
S -2.9531 1.1146 0.7650 0.62 0.10 0.52
S -0.3505 0.2009 -1.8066 1.63 -1.02 -1.57
O -0.8346 -0.3675 0.8769 -0.13 1.72 -0.13
N 0.5700 -0.2315 0.8662 1.30 -1.16 4.27
N 1.1003 -0.8302 -1.4390 -1.80 1.82 2.43
C 1.2909 -0.8029 -0.1502 -0.94 -0.85 -3.50
C -1.3736 0.9211 1.0020 -0.20 -0.37 -1.21
H 0.1237 0.2616 -3.0910 -0.64 0.25 0.61
H 2.1481 -1.3465 0.0795 1.50 -0.71 1.24
H 0.8656 -0.6458 1.8577 -0.51 1.21 -2.96
H -0.5867 1.7264 1.0394 -0.83 -1.01 0.30
```
Positions in Å, forces in eV/Å.

Atom charges from the Löwdin analysis, given in e for atoms 1 to 6: atom 1 (S): 0.708, atom 2 (S): 0.710, atom 3 (O): -0.235, atom 4 (N): -0.057, atom 5 (N): -0.255, atom 6 (C): -0.365

Record 5
2 unconnected molecules or ions with the total composition C4H7N2O4 at a distorted geometry, computed with ωB97M-V/def2-TZVPD.

Values from the calculation:
LUMO energy in Ha: 0.1103
ΔE to the lowest compared entry with this formula, charge and spin in kcal/mol: 63.5
Charge: -1

XYZ file:
```
17
Properties=species:S:1:pos:R:3:forces:R:3
O 1.0803 2.1354 -1.2074 0.09 -0.21 -0.29
O 0.6169 -0.9440 -0.4759 3.79 2.51 3.00
O -2.3033 -0.3765 -0.7365 3.54 -3.91 6.14
O -2.6226 -1.4790 1.4931 5.03 1.62 -5.02
N 2.3448 0.5412 1.1424 -5.68 -6.95 -7.84
N -0.0453 -3.1103 0.5852 2.07 1.18 -0.33
C -0.2381 -1.6073 0.5501 -0.65 0.13 2.76
C 0.0210 3.0326 -0.9292 -0.09 -0.31 -0.02
C 1.6788 -0.2047 0.2845 1.80 3.91 5.24
C -1.8056 -1.1266 0.4620 -5.95 1.44 -1.44
H -0.4094 2.7980 0.0474 -0.20 0.17 -0.04
H 0.4408 -3.4364 -0.3031 -1.10 0.74 1.23
H 0.7024 1.2395 -1.2119 -0.03 0.50 -0.11
H 0.1710 -1.2015 1.5954 -1.31 -0.91 -2.23
H 0.6983 -3.2603 1.3270 -1.23 0.09 -1.19
H 0.4129 4.0523 -0.9168 0.09 -0.15 -0.02
H -0.7430 2.9477 -1.7060 -0.18 0.16 0.16
```
Positions in Å, forces in eV/Å.

Atom charges from the Löwdin analysis, given in e for atoms 1 to 6: atom 1 (O): -0.159, atom 2 (O): -0.093, atom 3 (O): -0.287, atom 4 (O): -0.167, atom 5 (N): 0.100, atom 6 (N): 0.033

Record 6
12 unconnected molecules or ions with the total composition C22H62N24O16, computed with ωB97M-V/def2-TZVPD.

Values from the calculation:
SMILES: O=CC[C@@]1(C(=O)[O-])[NH2+]CCN[C@@H]1CCCC(=O)O.NC(N)=O.NC(N)=O.NC(N)=O.NC(N)=O.NC(N)=O.NC(N)=O.NC(N)=O.NC(N)=O.NC(N)=O.NC(N)=O.NC(N)=O
LUMO energy in Ha: -0.0005

XYZ file:
```
124
Properties=species:S:1:pos:R:3:forces:R:3
O -0.9728 -0.8784 1.3094 0.32 -0.22 0.10
O 0.1057 0.2140 2.9014 0.02 0.05 0.32
O -2.8348 -4.1719 0.3584 -0.06 -0.17 -0.40
O 6.2592 2.0987 0.1286 -0.05 -0.40 -0.25
O 6.9035 -1.4762 -1.3122 -0.18 -0.01 -0.08
O 4.4250 2.9843 -0.8169 -0.05 -0.09 -0.09
O -2.6087 -0.7738 -6.9507 -0.01 0.01 -0.01
O -7.8710 2.1578 -5.3862 -0.01 0.08 0.03
O 4.4924 0.5473 6.8734 0.00 0.02 0.00
O -1.7322 -5.8028 4.9641 0.13 -0.06 -0.13
O 4.5765 -1.3240 2.6652 0.18 -0.23 -0.11
O 1.6021 10.3563 2.3404 0.00 0.01 -0.01
O -0.9294 -0.8705 -1.4098 0.26 0.04 0.10
O -4.6789 -4.1325 -3.6377 0.08 0.08 -0.12
O -4.9316 1.0770 -3.2967 0.04 -0.09 -0.12
O 1.1419 5.2122 0.0869 -0.18 0.48 -0.05
N -1.7086 -5.9480 1.2259 -0.07 0.00 -0.09
N 1.6360 7.4295 0.1016 0.05 0.04 0.23
N 3.2205 5.8568 -0.5253 -0.15 -0.06 0.03
N -2.2993 -0.0967 -3.0457 0.50 -0.16 -0.03
N 8.5903 -1.4109 -2.8212 -0.03 -0.04 0.01
N -2.6199 -2.1872 -2.1515 0.14 -0.02 0.00
N 1.8785 10.2059 4.5871 -0.01 0.02 -0.01
N 7.6241 0.5400 -2.0429 -0.23 -0.15 -0.17
N -6.7155 -4.9956 -3.1471 0.02 -0.03 -0.08
N 3.8338 -1.4921 6.1370 0.09 0.02 0.00
N -2.2086 -4.1323 2.5357 -0.04 0.02 -0.06
N -1.0372 -5.7151 7.1148 0.02 0.02 -0.02
N -0.4921 -7.5187 5.7795 -0.01 0.05 -0.03
N -6.9855 0.1106 -5.0056 -0.09 0.26 -0.13
N -9.1040 0.3326 -5.9189 0.01 0.06 0.03
N -4.9004 -5.4122 -1.7808 0.07 -0.11 -0.30
N 2.2394 8.3728 3.2205 0.05 0.03 -0.01
N 4.6764 -0.2897 -0.0575 -0.16 0.44 -0.50
N 2.7461 -0.4681 7.9032 0.05 -0.02 0.05
N -5.3430 1.4281 -1.1018 0.03 -0.04 -0.02
N -6.4140 2.6843 -2.7260 0.19 0.03 -0.03
N 2.3241 0.8026 -0.9890 -0.09 -0.07 0.05
N -3.0549 -2.9285 -7.5025 0.01 0.00 -0.02
N -2.5351 -2.3549 -5.3264 0.02 -0.05 -0.09
C -1.1231 -6.3140 5.8932 0.01 -0.01 0.10
C 3.7431 -0.4074 6.9650 -0.06 -0.03 -0.05
C -2.7226 -1.9384 -6.6118 -0.03 -0.07 0.03
C 7.6605 -0.8124 -2.0214 0.15 0.12 0.07
C 4.5782 0.9755 2.0632 0.32 -0.10 0.04
C 1.9480 6.1090 -0.1057 0.38 -0.19 -0.16
C -2.2885 -4.7092 1.3185 0.20 0.05 0.25
C -5.5304 1.7021 -2.4245 -0.16 0.14 0.09
C 2.1145 2.4909 0.7714 0.04 -0.11 0.64
C 5.0344 2.1696 -0.1066 0.05 0.15 -0.10
C -1.8936 -1.0418 -2.1608 -0.54 -0.14 -0.15
C 1.8887 9.6871 3.3200 0.01 -0.05 0.00
C -0.2195 1.3461 0.7992 -0.34 0.29 0.19
C -7.9711 0.9371 -5.4341 -0.02 -0.18 0.01
C -0.3192 0.2020 1.7752 0.15 -0.18 -0.33
C 2.6622 1.1247 0.3916 0.30 0.04 -0.34
C 4.1911 1.0199 0.5765 -0.17 0.28 0.84
C 0.6500 2.5192 1.2337 -0.05 0.04 -0.31
C -5.3830 -4.8124 -2.9017 -0.03 0.01 0.33
C 4.0498 -0.2392 2.7616 -0.22 0.08 0.35
C 2.5708 -0.5938 -1.3251 -0.11 0.22 0.21
C 3.6018 -1.2546 -0.4049 -0.22 -0.24 -0.13
H -2.6279 -3.3078 -5.0257 -0.16 0.01 0.02
H -2.3487 -2.9090 -1.5042 -0.12 0.01 0.20
H 2.8196 1.4493 -1.5911 0.01 0.03 0.00
H -6.1450 0.5582 -4.6575 0.09 -0.22 0.14
H 2.1100 9.6743 5.4038 0.01 -0.02 -0.01
H -0.5457 -7.9863 4.8949 -0.01 -0.02 0.00
H 3.1377 -1.6010 0.5124 0.08 0.03 0.11
H 0.5826 2.6525 2.3129 0.02 -0.22 0.07
H -3.1603 -3.8900 -7.2420 -0.01 0.01 0.04
H 9.2233 -0.8994 -3.4052 0.00 0.02 0.01
H 2.4806 7.7941 4.0019 -0.01 0.03 0.02
H -3.4127 -2.3531 -2.7507 -0.03 -0.05 0.02
H 2.1970 0.3847 1.0532 -0.06 -0.12 -0.10
H 4.5508 -1.4727 5.4346 -0.03 -0.04 -0.04
H 2.2789 8.1849 -0.0502 -0.04 0.02 -0.10
H 2.2513 3.1702 -0.0537 -0.05 -0.06 -0.16
H -2.6060 -3.2169 2.6394 0.12 0.07 -0.06
H 2.2509 7.9821 2.2943 -0.05 -0.15 0.00
H 5.4123 -0.7256 0.5016 -0.06 -0.06 0.06
H -6.6123 2.8547 -3.7021 -0.18 -0.11 -0.04
H -2.2864 -1.6563 -4.6520 0.24 -0.02 -0.09
H -1.7539 -4.5738 3.3187 -0.18 -0.02 0.08
H -1.4966 -4.8305 7.2250 -0.02 0.00 -0.01
H -1.7859 0.7650 -3.0811 -0.01 0.02 0.01
H 8.6334 -2.4121 -2.8091 0.00 0.00 0.02
H 0.0327 0.9602 -0.1871 0.09 0.04 -0.05
H 5.1427 -0.0489 -0.9316 0.21 -0.18 0.04
H 3.8968 6.5788 -0.6844 -0.01 0.02 0.00
H -5.4697 -5.9494 -1.1558 -0.03 0.08 0.05
H 2.1142 -1.2398 7.9902 -0.01 0.00 -0.04
H 6.9535 1.0080 -1.4462 0.35 0.34 0.30
H -4.6885 0.7038 -0.8686 0.02 0.02 -0.01
H -1.2482 1.7131 0.7101 -0.07 -0.11 -0.06
H 0.7048 7.6431 0.4084 -0.02 0.02 -0.07
H 4.2434 1.8751 2.5725 -0.15 0.07 -0.10
H 0.0083 -7.9537 6.5306 -0.01 0.01 0.01
H -0.5499 -6.1139 7.8940 -0.01 -0.02 0.00
H -7.0960 -4.5599 -3.9650 0.01 -0.01 -0.02
H -6.9188 3.1985 -2.0300 -0.01 -0.04 0.03
H 1.6393 -1.1548 -1.2121 -0.01 -0.09 -0.18
H 2.7173 2.8927 1.5876 0.09 0.13 -0.07
H -3.1053 -0.1960 -3.6378 -0.25 0.26 0.26
H -9.2168 -0.6605 -5.9742 0.04 -0.01 -0.02
H 1.6232 11.1699 4.6850 0.00 0.01 -0.01
H -7.3163 -5.5377 -2.5568 0.02 0.00 0.02
H 2.8816 -0.6519 -2.3677 0.01 -0.09 -0.04
H 3.2242 -2.2851 6.1865 -0.05 0.03 -0.02
H -3.9417 -5.2366 -1.5329 -0.03 0.15 0.24
H -3.2014 -2.6562 -8.4554 0.00 0.02 0.00
H 0.2390 3.4250 0.7999 -0.13 -0.04 0.06
H -7.0491 -0.8889 -5.0174 -0.01 0.00 -0.06
H 8.2406 1.1009 -2.5993 0.01 -0.01 -0.01
H -1.7323 -6.4104 0.3381 0.03 0.00 -0.02
H 3.4968 4.8925 -0.6684 0.11 0.03 0.02
H -0.9105 -0.9260 0.3267 -0.39 0.16 -0.08
H -5.8129 1.9188 -0.3658 0.01 0.03 -0.01
H 5.6675 0.9584 2.1275 0.04 -0.02 -0.07
H 3.1508 -0.1344 3.3910 -0.09 0.09 -0.01
H 2.6514 0.3159 8.5200 0.00 0.02 -0.02
H -9.8429 0.9295 -6.2375 0.01 0.02 -0.01
H -1.2680 -6.3959 2.0069 -0.04 0.04 0.05
H 4.0533 -2.1101 -0.9022 0.20 0.00 0.10
```
Positions in Å, forces in eV/Å.

Atom charges from the Löwdin analysis, given in e for atoms 1 to 6: atom 1 (O): 0.074, atom 2 (O): 0.082, atom 3 (O): -0.011, atom 4 (O): -0.021, atom 5 (O): 0.002, atom 6 (O): -0.002

Number 1: calculated total energy -20990.2529 eV. Number 2: calculated total energy -6777.4491 eV. Number 3: calculated total energy -184811.0260 eV. Number 4: calculated total energy -28833.1225 eV. Number 5: calculated total energy -15427.3578 eV. Number 6: calculated total energy -92355.7458 eV.